Record 1
Density functional theory data (ωB97M-V with the def2-TZVPD basis set) for 2 unconnected molecules or ions with the total composition F2H3N2P at a distorted geometry.

Geometry as XYZ:
```
8
Properties=species:S:1:pos:R:3
N 0.26 0.03 0.45
N -0.37 -0.88 -0.25
F -2.85 1.32 -0.40
F -3.70 -0.34 1.03
P -3.27 -0.25 -0.55
H 0.47 0.96 0.10
H 0.22 -0.11 1.44
H -0.41 -0.63 -1.25
```

Spin multiplicity = 1
Frontier orbital gap (alpha / beta) = 7.462 / 8.708 eV
ΔE to the lowest compared entry with this formula, charge and spin = 2.222 eV
HOMO (alpha / beta) = -7.7 / -7.9 eV


Record 2
Density functional theory data (ωB97M-V with the def2-TZVPD basis set) for a gas-phase ion, F2H4N2P (charge +1) at a distorted geometry.

Geometry as XYZ:
```
9
Properties=species:S:1:pos:R:3
N 1.17 -1.15 -0.93
P -0.11 -0.19 0.46
N -0.92 1.17 0.08
F 0.93 0.37 1.38
F -0.80 -1.17 1.39
H 0.59 -1.66 -1.61
H 1.88 -0.53 -1.22
H -0.92 1.89 0.79
H -1.82 1.28 -0.34
```

Spin multiplicity = 1
Frontier orbital gap = 9.959 eV
ΔE to the lowest compared entry with this formula, charge and spin = 2.318 eV
HOMO = -16.1 eV
Structure (SMILES) = NP(=[NH2+])(F)F
Net charge = +1


Record 3
Density functional theory data (ωB97M-V with the def2-TZVPD basis set) for 2 unconnected molecules or ions with the total composition F2H4N3OP at a distorted geometry.

Geometry as XYZ:
```
11
Properties=species:S:1:pos:R:3
N -0.80 -0.29 1.03
N 0.77 -0.23 -1.32
N 1.72 0.16 1.21
O 1.00 -2.19 0.41
F 2.94 0.47 0.75
F 0.71 2.37 0.63
P 0.65 -0.79 0.33
H -0.80 0.62 1.37
H -1.35 -0.99 1.50
H 0.44 0.69 -1.33
H 1.87 -0.15 -1.40
```

Spin multiplicity = 1
Frontier orbital gap (alpha / beta) = 6.838 / 6.475 eV
ΔE to the lowest compared entry with this formula, charge and spin = 4.983 eV
HOMO (alpha / beta) = -11.5 / -11.2 eV


no.,energy (eV)
1,-17751.120
2,-17762.217
3,-21301.178